# 1
{"formula": "C28H46N7O12", "method": "ωB97M-V with the def2-TZVPD basis set", "symbols": ["C", "O", "O", "O", "H", "C", "C", "C", "C", "C", "C", "N", "O", "O", "H", "H", "H", "H", "H", "C", "C", "C", "C", "C", "C", "N", "O", "O", "H", "H", "H", "H", "H", "C", "O", "N", "C", "C", "H", "H", "H", "H", "H", "H", "H", "C", "O", "N", "C", "C", "H", "H", "H", "H", "H", "H", "H", "C", "O", "N", "C", "C", "H", "H", "H", "H", "H", "H", "H", "C", "O", "N", "C", "C", "H", "H", "H", "H", "H", "H", "H", "C", "O", "N", "C", "C", "H", "H", "H", "H", "H", "H", "H"], "coordinates": [[1.0131, -0.7576, -0.1677], [-0.1960, -0.6418, -0.0195], [1.4828, -2.0247, -0.0022], [1.7293, 0.2946, -0.3308], [0.7694, -2.5763, 0.4501], [2.3326, 1.4624, 5.1460], [1.1916, 1.8303, 6.0924], [-0.2852, 1.5176, 5.7381], [-0.6017, 0.7712, 4.3421], [0.6383, 0.3995, 3.3875], [2.1192, 0.7175, 3.9093], [-1.9399, 0.5159, 3.9827], [-2.2575, -0.6383, 3.5012], [-2.7180, 1.3284, 4.2911], [3.3801, 1.7956, 5.5434], [1.6253, 2.4082, 6.9358], [-1.0766, 1.9386, 6.2877], [0.5931, 0.0792, 2.3140], [3.0837, 0.4310, 3.5442], [-3.8388, 0.9864, -1.4371], [-3.6384, 0.3916, 0.0892], [-4.9610, 0.3068, 0.8500], [-6.3733, 0.5843, 0.2016], [-6.4211, 1.0994, -1.2459], [-5.0435, 1.2819, -1.9564], [-7.5857, 0.2272, 0.9401], [-7.4225, -0.3660, 2.0741], [-8.7101, 0.4823, 0.4460], [-2.9053, 0.8923, -1.8944], [-2.8230, -0.0236, 0.5722], [-5.0726, -0.3521, 1.7913], [-7.3866, 1.2347, -1.7594], [-5.0456, 1.4123, -3.0513], [3.8399, 0.2893, -3.6176], [4.2858, -0.3585, -4.6920], [4.0122, 1.5311, -3.5583], [3.5512, 2.1960, -2.4017], [4.6137, 2.3230, -4.6185], [3.0192, -0.1595, -2.8462], [3.9961, 3.2017, -2.1218], [3.7809, 1.6692, -1.5880], [2.3122, 2.2045, -2.3935], [5.3195, 1.7724, -5.0976], [5.1399, 3.1959, -4.0979], [3.9795, 2.6722, -5.4548], [-0.9386, 2.9086, -0.9509], [-1.1187, 3.2653, -2.0791], [-1.0287, 3.6872, 0.1104], [-1.2009, 2.9658, 1.4164], [-1.1163, 5.1147, 0.0628], [-0.6362, 1.8000, -0.6551], [-0.8818, 3.6380, 2.3077], [-0.5276, 2.1293, 1.4784], [-2.2509, 2.7177, 1.3541], [-1.4723, 5.5353, -0.9350], [-0.4170, 5.7485, 0.6029], [-1.9592, 5.2296, 0.7120], [-0.6587, -1.6089, -3.5125], [-0.6900, -2.8158, -3.7698], [-0.0492, -0.6515, -4.2410], [0.0312, 0.6785, -3.6622], [0.6230, -0.9772, -5.5234], [-1.2685, -1.1994, -2.6147], [0.6347, 1.1593, -4.3956], [0.4908, 0.6448, -2.6923], [-1.0556, 1.1427, -3.6341], [0.3834, -0.2787, -6.3409], [0.0838, -1.8567, -5.9356], [1.7273, -1.1107, -5.3306], [5.0945, -3.4854, 1.8999], [5.3636, -4.3584, 2.8347], [5.0849, -2.1928, 2.1910], [4.4615, -1.2068, 1.1794], [5.3286, -1.7220, 3.4960], [5.1568, -3.5606, 0.7816], [4.9906, -0.1870, 1.3811], [3.4371, -1.0252, 1.2598], [4.2934, -1.5209, 0.1844], [5.4091, -0.5810, 3.5339], [6.1198, -2.2384, 3.6799], [4.4523, -1.9165, 4.2513], [-2.5795, -5.7147, 0.7769], [-2.4211, -6.7441, 0.0624], [-2.2927, -4.5392, 0.3533], [-2.5396, -3.3312, 1.1501], [-1.8060, -4.1925, -0.9402], [-3.1069, -5.6172, 1.8216], [-1.5130, -2.7695, 1.5762], [-3.2211, -3.5361, 2.0555], [-2.8464, -2.4325, 0.6236], [-1.5091, -4.9709, -1.4413], [-0.9515, -3.5646, -0.8943], [-2.6151, -4.0052, -1.6660]], "forces_ev_per_angstrom": [[-0.1, 3.2, 0.6], [-2.9, -0.5, 0.2], [0.8, -1.4, 0.7], [1.1, -2.6, -0.3], [1.1, 1.4, -1.2], [-2.8, -0.5, 0.9], [-1.1, -1.5, -3.9], [5.1, -1.3, -4.1], [8.2, 1.2, 1.1], [0.9, 2.0, 4.0], [-4.1, 1.5, 2.7], [0.3, -5.4, -1.3], [1.3, 3.0, 0.7], [-2.7, 2.6, 0.6], [-2.0, -0.9, -1.1], [-1.4, -0.5, -0.2], [-0.9, 0.1, 0.7], [-0.6, 0.0, 1.2], [-0.3, -0.5, -1.5], [0.6, -2.7, 6.6], [-9.0, 2.6, -2.2], [0.1, -1.4, -2.5], [4.1, 1.3, -3.7], [3.2, -1.4, 3.5], [-3.6, -0.9, 0.5], [-1.1, -1.1, 2.0], [-0.6, 1.9, -3.6], [2.6, -0.5, 1.0], [1.0, 0.5, -1.5], [2.0, -0.4, 0.3], [0.6, 1.6, -1.4], [0.8, 0.0, 0.3], [-0.4, 0.4, 0.7], [-1.0, -7.3, -4.9], [-1.8, 1.6, 4.4], [0.9, 5.0, 0.1], [-4.4, 3.4, -0.5], [-0.3, 2.4, 1.6], [2.4, 0.7, -1.3], [-0.6, -0.9, -1.3], [0.7, -2.5, 3.3], [3.1, 0.6, 0.1], [2.2, -1.8, -1.2], [-0.9, -1.0, -1.0], [-0.5, -0.1, 0.9], [0.9, -3.0, 0.7], [-0.1, 0.6, -2.0], [1.9, -0.3, 1.9], [0.8, 2.5, 0.1], [-2.6, 0.7, -0.4], [-0.7, 1.7, -0.6], [-1.0, -0.9, -1.5], [0.0, -0.6, -0.3], [-0.2, -0.5, 1.2], [1.0, -0.8, 1.2], [1.1, -0.5, -0.5], [-1.2, 1.0, 0.4], [-1.1, -1.0, 0.4], [0.1, 1.2, 0.2], [-0.2, -0.7, -0.2], [-2.6, 0.0, -0.9], [-0.4, -0.7, 0.5], [1.1, -0.3, -1.0], [0.4, 1.3, -0.1], [0.1, 0.3, 0.6], [2.4, -0.5, 0.1], [0.4, 0.6, 0.8], [1.0, -0.1, 0.7], [-1.1, 0.0, -0.7], [2.6, -2.5, 3.0], [-1.3, 2.7, -4.0], [-2.9, 2.4, -3.4], [2.4, 1.3, 2.5], [-6.3, 4.0, 0.7], [-0.6, -1.1, 0.8], [-0.8, -1.9, -1.0], [-2.0, 0.3, 1.7], [1.6, -0.8, -1.5], [0.5, -1.6, -0.4], [5.2, -2.6, 2.8], [1.6, -0.1, -1.3], [-1.3, -4.0, -0.1], [-0.5, 1.7, 2.3], [0.3, 5.1, 0.2], [2.0, 1.2, 3.0], [-2.0, 1.7, 0.5], [1.0, -0.9, -1.5], [-2.1, -2.1, -0.7], [1.1, 0.3, -1.5], [-0.9, -0.6, -0.7], [2.3, -5.1, -2.0], [0.2, 1.3, -0.1], [0.0, 1.5, 0.6]], "relative_energy_kj_mol": 58.12, "total_charge": -1, "gap_ev": 6.77, "lumo_energy_ha": 0.0209}


# 2
{"formula": "C20H21BaF9O2Si", "method": "ωB97M-V with the def2-TZVPD basis set", "symbols": ["C", "C", "Si", "C", "C", "C", "C", "C", "C", "O", "C", "C", "O", "C", "C", "C", "C", "C", "C", "C", "F", "F", "C", "F", "F", "C", "F", "F", "C", "F", "F", "F", "H", "H", "H", "H", "H", "H", "H", "H", "H", "H", "H", "H", "H", "H", "H", "H", "H", "H", "H", "H", "H", "Ba"], "coordinates": [[1.1693, 2.0030, 3.5494], [1.1165, 1.0978, 2.7760], [1.2833, -0.2636, 1.5833], [0.8416, 0.3547, -0.1440], [0.3239, -0.7885, -1.0329], [0.1986, -0.3959, -2.5272], [-1.2515, -0.4257, -3.0234], [-1.7886, 1.0271, -3.1601], [-3.2636, 1.1349, -2.8651], [-3.4907, 2.4508, -2.2299], [-4.3133, 2.4391, -1.2091], [-3.8311, 3.1439, 0.0775], [-5.4010, 1.9313, -1.1881], [-0.0344, -1.5390, 2.0335], [-1.2960, -1.0258, 2.0954], [-2.4284, -1.8759, 2.3741], [-2.1447, -3.2025, 2.5735], [-0.8559, -3.6948, 2.5282], [0.1845, -2.8886, 2.2600], [3.0411, -1.0554, 1.6760], [3.2297, -1.2931, 3.0061], [3.1006, -2.2541, 1.0564], [4.2070, -0.1565, 1.2209], [5.3103, -0.5608, 1.8656], [3.9739, 1.1195, 1.5829], [4.5085, -0.2290, -0.3128], [5.5672, -1.0111, -0.5170], [3.4606, -0.7435, -0.9984], [4.8367, 1.1478, -0.9501], [3.7551, 1.9391, -0.9285], [5.8617, 1.7240, -0.3467], [5.1525, 0.9228, -2.2323], [1.3195, 2.7614, 4.2740], [0.0341, 1.0838, 0.0188], [1.6461, 0.9072, -0.6129], [0.9639, -1.6552, -0.9006], [-0.6585, -1.1188, -0.7029], [0.6372, 0.5833, -2.6520], [0.7480, -1.1343, -3.0938], [-1.3454, -0.9574, -3.9582], [-1.9153, -0.9296, -2.3160], [-1.5317, 1.3891, -4.1452], [-1.2717, 1.5983, -2.3957], [-3.8511, 1.0972, -3.7727], [-3.6020, 0.3654, -2.1747], [-2.7937, 3.4907, -0.0426], [-3.9222, 2.4362, 0.9324], [-4.4891, 3.9768, 0.2834], [-1.3793, 0.0646, 1.8976], [-3.4579, -1.5066, 2.4063], [-2.9710, -3.8617, 2.7729], [-0.6950, -4.7456, 2.6874], [1.1758, -3.3020, 2.2061], [-3.2694, 0.7420, 1.1428]], "forces_ev_per_angstrom": [[0.2, 0.8, 0.8], [0.0, -1.1, -1.0], [0.0, 0.2, -0.6], [-0.7, -0.5, 0.6], [0.2, 0.5, -0.3], [-0.3, -1.2, 0.6], [-0.3, 1.1, 0.1], [0.2, -1.0, 0.5], [0.0, 0.6, -1.0], [0.8, -0.2, 0.6], [-0.7, 0.6, 0.3], [0.3, 0.6, -0.5], [-0.1, -1.0, 0.4], [1.4, 0.8, -0.1], [-1.8, -0.5, 0.2], [1.5, 1.7, -0.7], [-1.2, -0.3, 0.2], [-1.0, -1.2, 0.3], [1.2, 0.7, -0.3], [-0.5, 0.6, 0.6], [0.0, 0.0, 0.2], [0.1, -0.3, -0.3], [0.8, -0.7, -0.1], [0.0, 0.1, 0.0], [-0.5, 0.1, 0.1], [0.5, 0.3, -0.1], [-0.1, -0.2, 0.0], [-0.2, 0.1, 0.1], [0.2, -0.4, -0.7], [0.1, 0.1, 0.1], [-0.3, 0.1, 0.0], [-0.1, 0.2, 0.4], [-0.1, 0.3, 0.2], [0.0, 0.3, -0.1], [0.2, 0.1, 0.0], [0.2, -0.2, -0.2], [-0.2, -0.1, 0.3], [0.2, 0.2, -0.4], [0.4, 0.1, -0.3], [0.0, -0.1, -0.3], [0.2, -0.4, 0.1], [0.0, 0.5, -0.1], [0.2, 0.4, 0.0], [-0.4, -0.1, 0.0], [-0.2, -0.2, 0.1], [-0.1, 0.0, 0.4], [-1.5, 4.9, -1.4], [-0.1, 0.3, 0.1], [1.2, -1.0, 0.8], [0.0, -0.4, 0.3], [-0.1, -0.3, 0.1], [0.0, -0.3, 0.1], [0.3, 0.0, 0.0], [0.3, -4.6, 0.0]], "total_charge": 2, "gap_ev": 7.94, "lumo_energy_ha": -0.2909}


# 3
{"formula": "C42H48N4OP3V", "method": "ωB97M-V with the def2-TZVPD basis set", "symbols": ["V", "O", "C", "C", "C", "C", "C", "C", "C", "P", "C", "C", "C", "C", "C", "C", "C", "C", "C", "C", "C", "C", "H", "H", "H", "H", "H", "H", "H", "H", "H", "H", "H", "H", "H", "H", "C", "P", "C", "N", "C", "C", "C", "C", "C", "C", "N", "C", "P", "C", "C", "C", "C", "C", "C", "C", "C", "C", "H", "H", "H", "H", "H", "H", "H", "H", "H", "H", "H", "H", "H", "H", "H", "H", "H", "H", "H", "H", "H", "H", "H", "H", "H", "H", "H", "H", "N", "C", "C", "C", "N", "C", "C", "H", "H", "H", "H", "H", "H"], "coordinates": [[-0.0588, 0.4374, 0.0554], [0.2872, 1.2974, 1.8758], [-0.3661, 0.2022, 1.8567], [-0.9343, -0.6976, 2.8402], [-0.8035, -0.6722, 4.2243], [-1.4019, -1.6872, 4.9620], [-2.1224, -2.6986, 4.3353], [-2.2696, -2.7096, 2.9484], [-1.6726, -1.7058, 2.2133], [-1.7222, -1.3737, 0.4206], [-3.3972, -0.6849, 0.1714], [-4.0159, 0.0456, 1.1806], [-5.2236, 0.6877, 0.9429], [-5.8260, 0.6081, -0.3050], [-5.2148, -0.1196, -1.3190], [-4.0057, -0.7586, -1.0821], [-1.8930, -3.0506, -0.3147], [-0.7409, -3.6750, -0.7887], [-0.7832, -4.9485, -1.3360], [-1.9922, -5.6243, -1.4157], [-3.1454, -5.0255, -0.9277], [-3.0982, -3.7506, -0.3803], [-0.2420, 0.1156, 4.7100], [-1.3031, -1.6930, 6.0399], [-2.5741, -3.4814, 4.9303], [-2.8360, -3.4937, 2.4603], [-3.5571, 0.1187, 2.1600], [-5.6960, 1.2480, 1.7395], [-6.7719, 1.1022, -0.4855], [-5.6809, -0.1966, -2.2931], [-3.5398, -1.3264, -1.8789], [0.2105, -3.1609, -0.7347], [0.1268, -5.4082, -1.7005], [-2.0358, -6.6137, -1.8519], [-4.0902, -5.5520, -0.9726], [-4.0105, -3.3087, -0.0012], [-1.0456, -1.2372, -3.3583], [0.2048, -0.3094, -2.4038], [1.5932, -1.5346, -2.4189], [1.7682, -2.2105, -3.5250], [2.7028, -3.1916, -3.5366], [2.9177, -3.9454, -4.7153], [3.8429, -4.9459, -4.7129], [4.5893, -5.2419, -3.5435], [4.3983, -4.5328, -2.3952], [3.4458, -3.4865, -2.3727], [3.2361, -2.7929, -1.2262], [2.3497, -1.8300, -1.2348], [1.9946, -0.9579, 0.3645], [1.8662, -2.3617, 1.5269], [3.6328, -0.1911, 0.8525], [4.0954, 0.7302, -0.2742], [4.7186, -1.2275, 1.1546], [3.3734, 0.6495, 2.1087], [0.7129, 1.0571, -3.5756], [-0.5420, 1.9088, -3.8164], [1.7697, 1.9069, -2.8668], [1.2725, 0.5659, -4.9077], [-0.6445, -1.5103, -4.3317], [-1.9363, -0.6224, -3.4788], [-1.3092, -2.1506, -2.8244], [2.3338, -3.7042, -5.5937], [4.0137, -5.5261, -5.6098], [5.3172, -6.0419, -3.5686], [4.9531, -4.7436, -1.4905], [1.9148, -1.9606, 2.5408], [2.6697, -3.0800, 1.3774], [0.9024, -2.8572, 1.4218], [4.2465, 0.1906, -1.2122], [5.0494, 1.1839, 0.0040], [3.3810, 1.5412, -0.4421], [4.8841, -1.9042, 0.3182], [4.4827, -1.8184, 2.0395], [5.6521, -0.6967, 1.3586], [2.6672, 1.4566, 1.9192], [4.3180, 1.0825, 2.4470], [2.9727, 0.0505, 2.9292], [-1.0176, 2.2073, -2.8799], [-1.2767, 1.3861, -4.4299], [-0.2566, 2.8185, -4.3500], [1.4063, 2.2863, -1.9062], [2.0252, 2.7700, -3.4859], [2.6870, 1.3387, -2.6936], [0.5605, -0.0519, -5.4542], [2.1893, -0.0077, -4.7777], [1.5020, 1.4345, -5.5309], [-2.9189, 6.0750, -0.5987], [-2.3821, 4.8375, -0.4924], [-3.0940, 3.6908, -0.8728], [-2.5050, 2.4565, -0.7570], [-1.2661, 2.2586, -0.2784], [-0.5850, 3.3657, 0.0806], [-1.0793, 4.6415, -0.0113], [-3.8755, 6.1977, -0.8749], [-2.4273, 6.8775, -0.2511], [-4.1031, 3.7664, -1.2571], [-3.0461, 1.5751, -1.0693], [0.4109, 3.2075, 0.4772], [-0.4700, 5.4801, 0.2987]], "forces_ev_per_angstrom": [[-0.4, 0.0, -0.4], [-0.2, -0.2, 0.1], [0.3, 0.0, 0.3], [0.1, 0.2, 0.0], [0.0, 0.0, 0.1], [0.0, 0.0, 0.0], [0.0, 0.0, 0.0], [0.0, 0.0, 0.0], [0.0, 0.0, -0.1], [-0.1, -0.2, -0.1], [0.0, 0.1, 0.0], [0.0, 0.1, 0.1], [0.0, 0.0, 0.0], [0.0, 0.0, 0.0], [0.0, 0.0, 0.0], [0.0, 0.0, 0.0], [0.1, 0.0, 0.0], [0.1, 0.0, 0.0], [0.0, 0.0, 0.0], [0.0, 0.0, 0.0], [0.0, 0.0, 0.0], [0.0, 0.0, 0.1], [0.0, 0.0, 0.0], [0.0, 0.0, 0.0], [0.0, 0.0, 0.0], [0.0, 0.0, 0.0], [0.0, 0.0, 0.0], [0.0, 0.0, 0.0], [0.0, 0.0, 0.0], [0.0, 0.0, 0.0], [0.0, 0.0, 0.0], [0.0, 0.0, 0.0], [0.0, 0.0, 0.0], [0.0, 0.0, 0.0], [0.0, 0.0, 0.0], [0.0, 0.1, 0.0], [0.0, 0.0, 0.1], [0.1, 0.0, 0.1], [0.0, 0.0, 0.1], [0.0, 0.0, 0.0], [0.0, 0.0, 0.0], [0.0, 0.0, 0.0], [0.0, 0.0, 0.0], [0.0, 0.0, 0.0], [0.0, 0.0, 0.0], [0.0, 0.0, 0.0], [0.0, -0.1, 0.0], [-0.1, 0.0, 0.0], [-0.1, -0.1, -0.1], [0.0, 0.0, 0.0], [0.0, 0.0, 0.0], [0.0, 0.1, 0.0], [0.0, 0.0, -0.1], [0.0, 0.0, 0.0], [0.0, 0.0, 0.1], [0.0, 0.0, 0.0], [0.0, -0.1, 0.0], [0.0, 0.0, 0.0], [0.0, 0.0, 0.0], [0.0, 0.0, 0.0], [0.0, 0.1, 0.0], [0.0, 0.0, 0.0], [0.0, 0.0, 0.0], [0.0, 0.0, 0.0], [0.0, 0.0, 0.0], [0.0, 0.0, 0.0], [0.0, 0.0, 0.0], [0.0, 0.0, 0.0], [0.0, 0.0, 0.0], [0.0, 0.0, 0.0], [0.0, -0.1, 0.0], [0.0, 0.0, 0.0], [0.0, 0.0, 0.0], [0.0, 0.0, 0.0], [0.0, 0.0, 0.0], [0.0, 0.0, 0.0], [0.0, 0.0, 0.0], [0.0, 0.0, 0.0], [0.0, 0.0, 0.0], [0.0, 0.0, 0.0], [0.0, 0.0, 0.0], [0.0, 0.0, 0.0], [-0.1, 0.0, 0.0], [0.0, 0.0, 0.0], [0.0, 0.0, 0.0], [0.0, 0.0, 0.0], [0.0, 0.0, 0.0], [0.0, 0.0, 0.0], [0.0, 0.0, 0.0], [0.0, 0.0, 0.0], [0.2, 0.1, 0.0], [0.0, -0.1, 0.0], [0.0, 0.0, 0.0], [0.0, 0.0, 0.0], [0.0, 0.0, 0.0], [0.0, 0.0, 0.0], [0.0, -0.1, 0.0], [0.0, 0.0, 0.0], [0.0, 0.0, 0.0]], "relative_energy_kj_mol": 0.00, "total_charge": 1, "gap_ev": [7.05, 5.35], "spin_multiplicity": 2, "lumo_energy_ha": [-0.1058, -0.1083]}